1.
{
  "formula": "C11H5N6O5",
  "method": "ωB97M-V/def2-TZVPD",
  "symbols": ["N", "C", "N", "C", "C", "O", "C", "H", "H", "H", "N", "C", "C", "C", "C", "N", "O", "O", "C", "C", "N", "O", "O", "N", "C", "H", "H"],
  "xyz": [[-0.5683, 1.3930, 2.0789], [0.4134, 0.5554, 2.5592], [0.0262, -0.7623, 2.5019], [-1.2189, -0.7590, 1.9406], [-1.9789, -2.0012, 1.7765], [-1.6512, -3.1259, 2.0789], [-1.5753, 0.6083, 1.6489], [1.3875, 0.8828, 2.9362], [-2.9659, -1.7677, 1.3138], [-2.4646, 0.9645, 1.1464], [4.2379, 6.8895, 3.6663], [3.2722, 6.4062, 3.2130], [2.1005, 5.8063, 2.6512], [2.0031, 5.3143, 1.3516], [0.8165, 4.6708, 0.8903], [0.7886, 4.2442, -0.4866], [1.6749, 4.6748, -1.2709], [-0.1196, 3.4665, -0.8638], [-0.3091, 4.5088, 1.7196], [-0.2248, 5.0830, 2.9810], [-1.1815, 5.1544, 4.0104], [-2.3459, 4.8095, 4.1201], [-0.5032, 5.7962, 5.1008], [0.8165, 6.1273, 4.7703], [0.9408, 5.6997, 3.4897], [2.8533, 5.4343, 0.6841], [-1.2047, 3.9851, 1.4111]],
  "forces_ev_per_a": [[0.59, 0.66, -0.25], [-2.41, -2.03, -0.69], [1.14, 1.67, 0.29], [0.50, 0.80, 0.15], [0.10, 1.62, -0.26], [-0.10, -0.29, 0.00], [0.90, -1.78, 0.78], [-0.54, -0.07, -0.13], [-0.18, -0.41, -0.03], [0.04, 0.20, 0.16], [-2.15, -1.04, -0.98], [2.26, 0.99, 0.58], [-0.55, -0.48, -0.69], [0.27, 0.53, 1.07], [-0.88, 0.39, 1.48], [-0.56, -1.40, -2.93], [-1.52, -0.66, 1.87], [1.85, 1.90, 1.18], [0.72, -0.37, -1.60], [-0.84, 0.42, 2.11], [1.12, -0.07, -0.65], [1.71, 0.59, -0.03], [-0.29, -0.42, -0.97], [-1.03, -1.02, -2.08], [-0.02, 0.49, 1.72], [-0.28, -0.18, 0.06], [0.17, -0.05, -0.18]],
  "multiplicity": 1,
  "total_charge": -1,
  "homo_lumo_gap_ev": 4.267,
  "relative_energy_ev": 0.000,
  "homo_energy_ev": -4.31
}

***

2.
{
  "formula": "C11H6MgN2O4S",
  "method": "ωB97M-V/def2-TZVPD",
  "symbols": ["O", "C", "Mg", "O", "C", "C", "O", "C", "O", "N", "C", "N", "C", "C", "C", "C", "C", "C", "S", "H", "H", "H", "H", "H", "H"],
  "xyz": [[0.3352, -3.2946, -2.0825], [0.3134, -2.1273, -2.0940], [0.1544, -0.2362, -2.0271], [-2.3803, -0.2280, -5.2887], [-1.6391, -0.2390, -4.4092], [2.1818, -0.2208, -2.3912], [3.3476, -0.2248, -2.5785], [0.3230, 1.6660, -2.0347], [0.3365, 2.8334, -2.0046], [2.3414, -1.9686, 0.2366], [1.3977, -1.2087, 0.7051], [0.5116, -0.4920, 0.1229], [-0.3932, 0.2532, 0.9753], [-1.4269, 1.1149, 0.6582], [-2.1049, 1.7321, 1.6796], [-1.7921, 1.5113, 3.0118], [-0.7703, 0.6458, 3.3665], [-0.0885, 0.0302, 2.3472], [1.2869, -1.1127, 2.5253], [2.9929, -2.4909, 0.8257], [2.4865, -2.1042, -0.7715], [-1.6625, 1.2798, -0.4041], [-2.9227, 2.4237, 1.4228], [-2.3437, 2.0169, 3.8133], [-0.4847, 0.4406, 4.3959]],
  "forces_ev_per_a": [[0.06, 6.26, 0.08], [-0.53, -10.72, -0.59], [-2.05, -0.01, 1.32], [2.81, -0.05, 3.30], [-2.52, 0.06, -2.88], [9.73, 0.11, -1.95], [-7.27, 0.05, 1.25], [-0.37, 10.84, 0.07], [0.16, -6.53, -0.14], [1.83, -1.52, -2.26], [-0.76, 0.67, 5.00], [-2.01, 1.62, -2.91], [1.60, -1.22, 1.80], [0.85, -0.71, -1.31], [-1.20, 1.00, 0.03], [-0.24, 0.23, 0.70], [0.15, -0.13, 0.22], [0.89, -0.75, -1.19], [-0.74, 0.62, -1.46], [-0.50, 0.39, -0.14], [0.01, 0.02, 1.04], [-0.29, 0.16, 0.47], [0.48, -0.41, 0.21], [0.16, -0.17, -0.51], [-0.26, 0.20, -0.13]],
  "multiplicity": 1,
  "total_charge": 2,
  "homo_lumo_gap_ev": 5.497,
  "relative_energy_ev": 2.780,
  "homo_energy_ev": -15.03
}

***

no.,E_LUMO (eV)
1,-0.04
2,-9.53